{
  "formula": "C3H9AgClO4P",
  "method": "ωB97M-V with the def2-TZVPD basis set",
  "symbols": ["Ag", "Cl", "C", "O", "P", "O", "O", "C", "O", "C", "H", "H", "H", "H", "H", "H", "H", "H", "H"],
  "coordinates": [[-5.72404, 1.41702, -1.88559], [-4.41713, -1.02035, -1.83396], [1.35112, -0.44090, 2.74789], [1.46250, -0.84506, 1.39359], [1.32942, 0.32053, 0.22033], [2.25666, 1.43625, 0.36026], [1.43443, -0.47267, -1.19701], [1.16344, 0.20956, -2.44387], [-0.25562, 0.76733, 0.24539], [-1.32037, -0.21099, 0.25986], [0.31230, -0.42657, 3.07766], [1.70565, 0.57086, 2.94472], [1.97397, -1.12083, 3.32916], [0.61430, 1.13209, -2.25544], [0.65243, -0.40574, -3.18439], [2.18278, 0.41248, -2.77230], [-1.89765, -0.07259, 1.17402], [-0.86679, -1.18709, 0.43190], [-1.95735, -0.06326, -0.61223]],
  "forces_ev_per_angstrom": [[0.290, -0.530, 0.015], [-0.175, 0.557, 0.034], [0.079, 0.503, 0.475], [-0.060, 0.973, -2.334], [-2.455, -0.911, -0.516], [-0.021, 0.162, 0.204], [-0.458, -0.629, 1.851], [1.109, 0.487, 0.635], [2.108, 0.119, 0.343], [0.405, -0.093, 0.826], [-0.076, -0.449, -0.038], [0.304, 0.097, -0.372], [-0.295, -0.074, 0.030], [-0.022, -0.057, -0.170], [-0.099, -0.288, 0.554], [-0.282, 0.448, -0.615], [-0.210, 0.469, -0.115], [-0.281, -0.294, -0.838], [0.138, -0.490, 0.029]],
  "s2": 0.752,
  "total_charge": -1,
  "multiplicity": 2,
  "orbital_gap_ev": [5.094, 7.955],
  "lumo_energy_ha": [0.105, 0.105]
}

***

{
  "formula": "C3H9AgClO4P",
  "method": "ωB97M-V with the def2-TZVPD basis set",
  "symbols": ["Ag", "Cl", "C", "O", "P", "O", "O", "C", "O", "C", "H", "H", "H", "H", "H", "H", "H", "H", "H"],
  "coordinates": [[17.24968, -15.09544, 3.02912], [18.44291, -15.97086, 5.18280], [16.77028, -22.57228, 5.59850], [16.84039, -21.14187, 5.73800], [17.69306, -20.53235, 6.91947], [18.36460, -21.50638, 7.77679], [18.69794, -19.55929, 6.18456], [19.60071, -18.75195, 6.90731], [16.76023, -19.53416, 7.73084], [16.13366, -18.46736, 6.98116], [16.83905, -22.77986, 4.53043], [15.78253, -22.87395, 5.93928], [17.58522, -23.09900, 6.08506], [20.60771, -18.57981, 6.52666], [19.92027, -19.23208, 7.84358], [19.10476, -17.81546, 7.14927], [16.53977, -17.49614, 7.25550], [15.07848, -18.51107, 7.24317], [16.27361, -18.59916, 5.91007]],
  "forces_ev_per_angstrom": [[0.810, -0.591, 1.445], [-0.859, 0.636, -1.462], [-0.317, 0.034, -0.792], [0.272, 0.260, 0.124], [1.045, 0.250, 0.935], [-0.313, -0.247, 0.190], [0.276, -0.247, -1.487], [0.499, 0.142, 2.156], [-0.115, -0.022, -0.467], [-0.289, -0.176, 0.178], [-0.051, 0.068, -0.002], [0.154, -0.253, 0.212], [-0.103, 0.192, 0.377], [-0.557, -0.034, -1.435], [-0.744, -0.159, 0.148], [0.239, 0.148, -0.099], [0.181, -0.115, 0.155], [-0.043, 0.116, -0.163], [-0.084, 0.000, -0.014]],
  "orbital_gap_ev": 7.529,
  "lumo_energy_ha": -0.081
}

***

{
  "formula": "C3H9BrClNSi",
  "method": "ωB97M-V with the def2-TZVPD basis set",
  "symbols": ["C", "C", "C", "N", "Si", "Cl", "Br", "H", "H", "H", "H", "H", "H", "H", "H", "H"],
  "coordinates": [[-2.25376, 0.61093, 0.71256], [-1.15128, -1.08403, -0.56315], [3.84661, -1.10093, 0.09963], [-1.07263, 0.26298, 0.00341], [0.39614, 1.21446, -0.09440], [0.44538, 2.86722, 1.11057], [2.09260, -0.38053, 0.78535], [-2.42814, 0.00762, 1.49251], [-2.14439, 1.66198, 0.99092], [-3.03046, 0.66143, -0.03941], [-0.86418, -1.13029, -1.58461], [-0.48332, -1.94200, -0.14930], [-2.24062, -1.44055, -0.44057], [3.54250, -1.65243, -0.82602], [4.52255, -0.28723, -0.01905], [0.82298, 1.73137, -1.47845]],
  "forces_ev_per_angstrom": [[0.503, 3.861, -2.960], [-0.521, -2.049, 1.123], [-1.174, -1.539, -0.071], [2.671, -0.256, -0.537], [0.053, -1.246, -0.544], [-0.251, -0.273, -0.021], [-0.336, 0.671, -0.351], [-0.956, -2.166, 2.937], [-0.177, -0.141, 0.646], [-0.848, -0.429, 0.212], [-0.126, 0.333, -1.235], [-0.958, 1.713, 0.220], [1.723, 0.479, -0.427], [0.426, 0.805, 0.538], [0.270, 0.860, -0.455], [-0.297, -0.624, 0.925]],
  "orbital_gap_ev": [7.438, 7.438],
  "lumo_energy_ha": [0.008, 0.008]
}

***

{
  "formula": "C3H9BrN2",
  "method": "ωB97M-V with the def2-TZVPD basis set",
  "symbols": ["C", "C", "C", "N", "N", "Br", "H", "H", "H", "H", "H", "H", "H", "H", "H"],
  "coordinates": [[-0.94516, -0.97753, -1.14429], [-0.36557, -1.23437, 1.20633], [1.46624, 2.11221, -0.10073], [-0.80678, -0.38226, 0.11004], [1.41812, 0.76012, -0.56120], [2.57538, -0.44112, 0.21122], [0.03934, -1.35041, -1.42766], [-1.60787, -1.79119, -1.04562], [-1.28099, -0.19188, -1.84200], [-0.05438, -2.21240, 0.86475], [0.27847, -0.54268, 1.79217], [-1.29345, -1.35327, 1.72200], [0.56224, 2.28889, 0.33634], [2.28639, 2.44566, 0.67829], [1.54718, 2.81029, -0.85736]],
  "forces_ev_per_angstrom": [[0.834, 1.210, -0.351], [-0.824, 1.832, -1.231], [3.818, -0.714, 2.597], [-0.061, 0.879, 1.463], [0.601, 0.004, -0.727], [0.306, 0.524, -0.079], [0.120, -0.264, -0.502], [-1.099, -1.288, -0.409], [0.023, -0.720, -0.055], [0.868, -0.239, 0.304], [-0.054, -1.356, 0.023], [-0.644, -0.367, 1.075], [-2.778, 0.460, 1.426], [-1.333, -1.069, -1.318], [0.224, 1.108, -2.217]],
  "s2": 2.010,
  "multiplicity": 3,
  "orbital_gap_ev": [8.835, 8.175],
  "lumo_energy_ha": [0.021, -0.030]
}

***

{
  "formula": "C3H9BrNO",
  "method": "ωB97M-V with the def2-TZVPD basis set",
  "symbols": ["N", "C", "O", "C", "C", "Br", "H", "H", "H", "H", "H", "H", "H", "H", "H"],
  "coordinates": [[-0.17986, 1.68221, 0.39329], [-0.28979, 0.46926, -0.51004], [-0.17328, 0.85867, -1.88614], [0.64895, -0.55035, -0.06745], [-0.33961, -1.87811, 0.80521], [-1.13053, -0.91030, 2.37192], [-0.46108, 1.36418, 1.36254], [-0.95078, 2.27143, 0.32316], [0.82234, 2.00731, 0.27728], [-1.46002, 0.26320, -0.49230], [0.76981, 0.89670, -2.07458], [1.16412, -0.08839, 0.81979], [1.36978, -0.77697, -0.80698], [0.31593, -2.67610, 1.21228], [-1.18563, -2.15943, 0.21510]],
  "forces_ev_per_angstrom": [[1.818, -2.032, 1.345], [-4.796, 0.878, -2.845], [0.441, 0.035, 1.917], [-1.465, -1.995, 4.582], [2.484, 2.826, -0.330], [0.425, -0.447, -0.736], [1.476, -0.412, -0.447], [-1.126, 2.495, -1.632], [-1.773, 0.556, 0.742], [2.490, -0.228, 0.448], [0.199, 0.046, -0.538], [0.052, -0.968, -0.773], [0.456, -1.041, -0.744], [-0.572, 0.650, -0.540], [-0.110, -0.362, -0.449]],
  "smiles": "[NH3+][C@@H](O)CCBr",
  "total_charge": 1,
  "orbital_gap_ev": 10.912,
  "lumo_energy_ha": -0.135
}

***

{
  "formula": "C3H9BrO4P",
  "method": "ωB97M-V with the def2-TZVPD basis set",
  "symbols": ["Br", "C", "O", "P", "O", "O", "C", "O", "C", "H", "H", "H", "H", "H", "H", "H", "H", "H"],
  "coordinates": [[-2.11736, -0.41547, -3.93935], [0.55648, -1.59922, -1.30870], [0.50662, -1.04556, -0.01226], [1.34525, 0.31976, 0.34364], [2.82002, 0.16040, 0.04726], [0.87763, 0.57565, 1.89558], [-0.23492, -0.02683, 2.52898], [0.56650, 1.48279, -0.51772], [-0.83194, 1.58851, -0.51987], [1.24486, -1.15741, -2.02916], [-0.41292, -1.49033, -1.79502], [0.77691, -2.66665, -1.29848], [-0.69552, -0.85554, 1.99121], [-0.91382, 0.80369, 2.72247], [0.16415, -0.30918, 3.50321], [-1.09731, 1.58972, -1.57707], [-1.31264, 2.37443, 0.06267], [-1.24195, 0.67121, -0.09732]],
  "forces_ev_per_angstrom": [[0.051, 0.027, 0.154], [-0.609, -0.571, -1.775], [0.962, 1.584, 1.312], [-0.071, -1.026, -1.040], [-3.086, 1.113, 0.968], [1.507, -0.321, -2.470], [0.066, 0.672, 0.883], [2.743, -0.553, 1.395], [-1.240, -1.491, -0.377], [0.354, 0.420, 0.524], [-0.203, 0.110, 0.127], [0.133, 0.009, 0.553], [0.181, 0.177, -0.001], [-0.523, -0.305, -0.135], [-0.313, -0.520, 0.023], [-0.455, 0.263, 0.131], [0.776, 0.588, -0.082], [-0.273, -0.176, -0.191]],
  "total_charge": -1,
  "orbital_gap_ev": 6.896,
  "lumo_energy_ha": 0.110
}

***

{
  "formula": "C3H9Cl3OSi2",
  "method": "ωB97M-V with the def2-TZVPD basis set",
  "symbols": ["C", "C", "C", "O", "Si", "Si", "Cl", "Cl", "Cl", "H", "H", "H", "H", "H", "H", "H", "H", "H"],
  "coordinates": [[0.99818, -0.88583, 0.80844], [-0.09371, 0.49082, -1.81234], [-3.17483, -1.01493, 0.42413], [-0.80792, 1.37197, 0.68598], [0.49846, 0.79793, -0.01410], [-2.36386, 1.42935, 0.69790], [-4.94619, -0.96551, 0.50916], [-2.67616, -1.86683, -0.99008], [-3.21312, 2.39068, -0.75760], [0.68856, -1.83136, 0.24759], [2.12968, -0.86402, 0.83438], [0.62692, -1.04351, 1.78288], [0.69310, -0.06932, -2.46651], [-0.91668, -0.24595, -1.69424], [-0.50718, 1.48763, -2.12675], [-2.65506, -1.63476, 1.20025], [1.71785, 1.61807, 0.38057], [-2.74148, 1.72890, 2.01073]],
  "forces_ev_per_angstrom": [[0.883, -0.377, -2.359], [1.232, -0.345, 0.336], [1.482, 2.232, 1.440], [0.039, 1.297, 1.020], [2.515, -2.949, -0.960], [-1.427, -4.513, 0.166], [0.250, -0.064, 0.376], [0.250, -0.335, -1.360], [-0.846, 1.045, -1.345], [0.376, 1.350, 0.387], [-1.160, -0.215, 0.116], [-0.325, 0.160, 1.371], [-1.370, 1.620, 0.829], [0.332, 0.624, -0.032], [0.586, -1.135, -0.543], [-1.224, 0.939, -0.019], [-0.804, 0.121, -0.626], [-0.787, 0.545, 1.203]],
  "orbital_gap_ev": 9.302,
  "lumo_energy_ha": 0.022
}

***

{
  "formula": "C3H9ClN",
  "method": "ωB97M-V with the def2-TZVPD basis set",
  "symbols": ["C", "C", "C", "N", "Cl", "H", "H", "H", "H", "H", "H", "H", "H", "H"],
  "coordinates": [[-1.33113, 1.33154, 0.34224], [-0.56957, -0.96066, 0.01578], [2.16665, -1.05082, 0.10396], [-0.63442, 0.35048, -0.52249], [2.32982, 0.48954, -0.54267], [-1.42671, 2.28812, -0.17053], [-2.32623, 0.96311, 0.59392], [-0.76736, 1.47008, 1.26429], [-0.65857, -1.08237, 1.07555], [-0.69923, -1.79888, -0.63727], [2.31570, -1.88141, -0.56201], [2.29674, -1.16399, 1.16500], [-1.07645, 0.32990, -1.44796], [0.38075, 0.71537, -0.67781]],
  "forces_ev_per_angstrom": [[-0.530, 0.533, 0.512], [1.465, -0.843, 0.334], [-1.401, -0.408, 0.081], [0.568, 0.565, -0.567], [0.447, 0.473, -0.146], [0.140, -0.119, -0.055], [0.140, -0.054, -0.122], [0.071, -0.092, -0.136], [-0.154, 0.177, 0.243], [-0.111, -0.054, -0.276], [0.063, -0.031, -0.132], [0.054, 0.102, 0.122], [0.151, 0.041, 0.150], [-0.903, -0.290, -0.008]],
  "total_charge": 1,
  "orbital_gap_ev": [8.442, 9.473],
  "lumo_energy_ha": [-0.175, -0.163]
}

***

{
  "formula": "C3H9ClOSi",
  "method": "ωB97M-V with the def2-TZVPD basis set",
  "symbols": ["C", "C", "C", "O", "Si", "Cl", "H", "H", "H", "H", "H", "H", "H", "H", "H"],
  "coordinates": [[2.11700, -1.59849, -0.55940], [-1.54314, 1.58790, 1.24360], [1.96969, -0.18063, -0.15017], [-2.21002, 0.83944, -1.43578], [-1.41936, 0.28669, -0.12858], [-2.24602, -1.51017, 0.39863], [1.80262, -1.74572, -1.58969], [3.16446, -1.92076, -0.48856], [1.53507, -2.25482, 0.08358], [-0.92087, 1.32224, 2.09121], [-1.21570, 2.55432, 0.87564], [-2.56926, 1.68980, 1.59013], [2.22267, 0.58531, -0.85972], [2.09002, 0.06673, 0.88970], [-2.77715, 0.27815, -1.96060]],
  "forces_ev_per_angstrom": [[-0.045, -0.011, -0.001], [-0.180, -0.436, -0.280], [-0.514, -0.095, -0.070], [-0.284, 0.530, -0.343], [1.475, 0.586, 0.613], [-0.279, -0.448, 0.262], [-0.026, -0.085, -0.066], [0.015, -0.011, 0.003], [-0.028, -0.132, 0.011], [0.129, -0.139, 0.084], [0.098, 0.113, -0.192], [-0.189, -0.032, 0.005], [-0.037, 0.260, -0.127], [-0.080, 0.126, 0.219], [-0.057, -0.227, -0.118]],
  "orbital_gap_ev": [7.860, 7.815],
  "lumo_energy_ha": [-0.007, 0.019]
}

***

{
  "formula": "C3H9ClSSi",
  "method": "ωB97M-V with the def2-TZVPD basis set",
  "symbols": ["C", "C", "C", "Si", "S", "Cl", "H", "H", "H", "H", "H", "H", "H", "H", "H"],
  "coordinates": [[-0.74415, 0.39243, 1.96171], [3.42730, -0.40001, -0.66688], [-1.25983, -0.95701, -0.98539], [-0.55132, 0.50049, 0.06790], [-1.44353, 2.43455, -0.35414], [-2.96008, -1.38733, -0.39139], [-1.63607, -0.02980, 2.13524], [-0.00284, -0.24283, 2.43276], [-0.60386, 1.43808, 2.32953], [3.07501, 0.20114, 0.18063], [2.59358, -1.10558, -0.84324], [4.21383, -0.12114, -1.41550], [-0.76555, -1.82263, -0.89447], [-1.46547, -0.93393, -1.99338], [-1.87701, 2.03355, -1.56339]],
  "forces_ev_per_angstrom": [[3.622, 1.654, -1.334], [-1.070, 0.017, -0.034], [-2.512, 2.496, 2.178], [0.201, 0.205, -0.198], [-0.070, -0.683, -0.278], [0.187, 0.104, 0.237], [-3.630, -1.078, 0.958], [0.313, -0.041, -0.013], [-0.434, -0.893, -0.126], [1.045, 0.273, -0.381], [1.072, 0.038, -0.605], [-1.089, -0.332, 1.043], [2.256, -3.116, 0.939], [0.063, 1.171, -2.412], [0.047, 0.185, 0.027]],
  "orbital_gap_ev": [8.203, 7.370],
  "lumo_energy_ha": [-0.032, 0.000]
}

***

{
  "formula": "C3H9ClSSi",
  "method": "ωB97M-V with the def2-TZVPD basis set",
  "symbols": ["C", "Si", "C", "Cl", "H", "H", "H", "H", "H", "H", "H", "C", "S", "H", "H"],
  "coordinates": [[-0.21814, -2.52048, -1.14446], [-1.01618, -0.96089, -0.40711], [-0.12873, 0.58874, -1.05861], [-0.76886, -1.00389, 1.61238], [-0.82204, -3.40598, -0.96809], [-0.08456, -2.42263, -2.21720], [0.76076, -2.70556, -0.70843], [-2.45667, -0.89928, -0.67092], [0.95051, 0.50342, -0.94996], [-0.34361, 0.75349, -2.10874], [-0.43977, 1.47856, -0.51777], [1.24391, 2.58509, 2.27028], [-0.10607, 3.43896, 2.47144], [2.22050, 3.04232, 2.35931], [1.20894, 1.52812, 2.03789]],
  "forces_ev_per_angstrom": [[-0.374, 0.440, 0.331], [1.018, 0.091, -1.216], [-0.354, -0.477, 0.352], [0.053, -0.037, 0.731], [-0.137, -0.090, 0.070], [-0.036, 0.104, -0.223], [0.107, 0.108, 0.112], [-0.168, -0.014, -0.042], [0.111, -0.131, 0.044], [-0.077, -0.043, -0.259], [-0.118, 0.087, 0.126], [-0.642, 0.354, 0.064], [0.403, -0.247, -0.074], [0.168, 0.019, 0.018], [0.046, -0.163, -0.033]],
  "smiles": "C[SiH](C)Cl.C=S",
  "orbital_gap_ev": 8.510,
  "lumo_energy_ha": -0.013
}

***

{
  "formula": "C3H9F5N4P3",
  "method": "ωB97M-V with the def2-TZVPD basis set",
  "symbols": ["C", "C", "C", "N", "N", "N", "N", "F", "F", "F", "F", "F", "P", "P", "P", "H", "H", "H", "H", "H", "H", "H", "H", "H"],
  "coordinates": [[0.19915, -1.13342, -0.09772], [0.50176, 0.90049, -1.12666], [-0.28996, 0.99794, 1.16052], [-2.95044, 1.37098, -0.52141], [-2.69992, -1.38611, -0.15191], [-5.05339, -0.11332, 0.39176], [-0.34274, 0.20105, -0.17446], [-1.83243, -0.20843, -2.31677], [-4.03949, 1.88235, 1.75996], [-5.21664, 2.39192, -0.14288], [-4.90829, -2.17429, -1.24937], [-4.67278, -2.53591, 1.01407], [-2.12921, -0.00166, -0.78552], [-4.31687, 1.26414, 0.32092], [-4.30136, -1.41824, 0.00334], [-0.23000, -1.76842, -1.00838], [1.27727, -1.27095, 0.12084], [-0.42983, -1.56171, 0.72351], [-0.16226, 1.81976, -1.42390], [1.41005, 1.25400, -0.80948], [0.71326, 0.36963, -2.00973], [-0.88986, 1.92533, 1.04298], [-0.72491, 0.31862, 1.91829], [0.75443, 1.33803, 1.36325]],
  "forces_ev_per_angstrom": [[-2.407, -4.141, 0.650], [-4.066, 3.621, -2.507], [-0.436, -0.125, -0.320], [1.299, -2.055, -0.235], [0.438, 2.045, -0.964], [-0.074, 0.551, -0.122], [0.163, 1.051, 0.190], [0.158, 0.453, 1.413], [-0.113, -1.176, -1.288], [-0.461, -0.078, -0.571], [0.609, 1.439, 0.999], [0.574, 0.898, -0.199], [-1.430, 0.142, 0.599], [0.944, 1.562, 1.403], [-0.491, -3.193, -0.406], [1.622, 1.427, 1.591], [-0.700, 0.624, -0.430], [1.141, -0.337, -0.353], [1.662, -1.261, 0.185], [1.992, 0.639, 1.753], [-0.256, -1.092, -1.013], [0.178, -0.781, -0.028], [0.426, 0.630, -0.192], [-0.771, -0.844, -0.156]],
  "total_charge": 1,
  "orbital_gap_ev": 12.252,
  "lumo_energy_ha": -0.112
}